{
  "formula": "C4H8O2S",
  "method": "ωB97M-V/def2-TZVPD",
  "species": ["H", "H", "C", "H", "H", "H", "O", "C", "H", "C", "O", "H", "C", "H", "S"],
  "positions_angstrom": [[1.787, -2.432, 0.810], [-3.014, -1.371, 1.152], [0.494, -0.110, -0.564], [0.849, 3.189, 0.551], [2.573, -0.903, 0.697], [-0.481, 2.389, -0.335], [0.907, -1.335, -0.621], [0.517, 2.604, -0.192], [2.895, -2.164, -0.561], [-3.484, -0.913, 0.284], [-3.134, 0.170, -0.072], [0.734, 3.051, -1.114], [2.112, -1.742, 0.050], [-4.273, -1.537, -0.113], [1.519, 1.103, 0.029]],
  "mulliken_charge": [0.26, 0.19, -0.02, 0.35, 0.25, 0.28, -0.17, -0.85, 0.26, -0.08, -0.35, 0.33, -0.65, 0.24, -0.04],
  "gap_ev": 8.683,
  "de_lowest_kcal_mol": 110.8,
  "mol_weight_da": 120.173
}